Entry 1:
Below is a structure of composition C66H50ClGaNO11S in a non-equilibrium geometry, with properties calculated with ωB97M-V/def2-TZVPD.

Geometry as XYZ:
```
131
Properties=species:S:1:pos:R:3:forces:R:3
Ga 5.708 -4.659 -2.176 0.349 -0.368 0.317
Cl 8.470 -0.765 0.044 0.105 -0.376 -0.298
S 10.071 -2.031 -0.049 2.152 -0.392 1.545
O 13.535 -6.308 1.050 0.051 -0.007 0.039
O -0.208 -0.047 -0.757 -0.025 0.031 0.022
O -11.476 7.966 5.642 0.016 -0.029 -0.024
O 4.561 -3.260 0.106 -0.075 -0.307 0.116
O 9.833 -3.261 0.654 -0.970 0.334 -0.900
O 13.996 -6.343 6.386 0.013 -0.022 -0.043
O -11.477 6.127 -2.421 -0.079 -0.014 0.024
O -9.852 1.522 -4.616 -0.033 0.035 0.003
O 11.161 -1.272 0.528 -0.444 0.346 -0.523
O -9.210 5.355 1.553 -0.006 0.022 0.026
O -4.768 2.038 -2.626 0.355 -0.309 -0.009
N 3.936 -3.794 -2.019 0.465 1.291 -0.096
C -2.566 -0.679 0.607 -0.048 -0.075 0.130
C -9.677 4.676 -2.864 -0.002 -0.079 -0.061
C 12.318 -4.406 5.251 -0.083 0.123 0.030
C -1.191 3.056 -4.537 0.022 -0.022 0.037
C -3.726 0.713 -0.984 0.074 -0.028 0.034
C 15.024 -8.368 2.200 0.092 -0.126 -0.029
C 8.614 -4.033 -2.160 -0.855 0.057 -0.676
C 13.012 -5.339 4.492 0.022 -0.064 -0.094
C -9.119 5.910 3.840 -0.058 0.038 0.064
C 13.859 -6.348 5.178 -0.020 0.051 0.235
C -4.928 0.455 -0.333 -0.088 -0.051 0.087
C -1.236 0.446 -1.163 0.213 -0.097 0.064
C 10.533 -2.265 -1.763 -1.248 0.563 -1.010
C -2.400 2.731 -3.946 0.056 0.077 -0.090
C 9.550 -2.956 -2.734 0.384 -0.761 0.235
C 7.693 -6.218 0.703 -0.377 -0.195 0.323
C 15.312 -8.354 4.965 0.084 -0.129 0.001
C -13.379 4.618 -3.808 -0.135 -0.015 -0.051
C -9.254 3.461 -3.414 -0.051 0.063 0.023
C -12.051 4.226 -3.689 0.040 -0.052 -0.029
C -13.839 2.656 -5.120 0.015 0.038 0.033
C 11.445 -3.410 3.237 0.103 -0.051 0.222
C -11.029 6.649 2.311 -0.027 0.031 0.093
C -9.739 5.924 2.485 0.094 -0.095 -0.190
C 6.766 -6.396 -0.052 -0.093 0.573 -0.434
C 14.542 -7.378 4.343 -0.014 0.013 -0.078
C -9.091 6.600 6.151 0.097 -0.041 0.099
C 13.607 -6.325 2.261 -0.062 0.061 -0.231
C 5.698 -6.379 -1.052 0.542 -0.301 0.414
C -11.098 5.098 -2.946 0.006 0.184 0.126
C -4.946 -0.365 0.782 0.056 -0.008 -0.005
C -11.632 7.309 3.384 0.058 -0.060 -0.044
C -0.002 2.550 -4.023 -0.062 0.000 0.004
C 11.536 -3.449 4.625 0.025 -0.026 -0.062
C -11.640 6.650 1.064 -0.042 -0.030 -0.149
C -8.761 5.501 -2.222 0.116 0.036 0.059
C -10.979 7.349 4.722 -0.103 0.120 0.166
C -10.208 2.580 -4.141 0.117 -0.195 -0.059
C -7.436 5.113 -2.121 -0.035 -0.075 -0.048
C 12.133 -4.341 2.476 -0.032 0.072 -0.016
C -0.022 1.705 -2.925 0.105 0.056 -0.094
C -7.016 3.895 -2.649 0.117 0.171 0.062
C -7.347 5.183 5.290 -0.034 0.034 0.016
C -2.425 1.895 -2.835 0.058 -0.032 0.041
C -7.944 5.196 4.040 0.115 -0.052 0.069
C -12.855 7.944 3.206 -0.116 0.052 -0.076
C 15.929 -9.335 4.208 -0.020 0.026 -0.034
C -3.766 -0.937 1.248 -0.025 0.041 -0.040
C 14.407 -7.379 2.955 -0.010 -0.006 0.093
C -9.700 6.606 4.902 0.013 -0.033 -0.086
C 15.780 -9.345 2.825 -0.006 0.033 0.042
C -3.725 1.584 -2.188 -0.220 0.075 -0.087
C -2.541 0.153 -0.505 -0.079 0.051 -0.056
C 12.908 -5.313 3.096 0.020 -0.009 0.094
C 2.535 -2.266 -0.606 0.229 -0.289 -1.010
C 3.665 -2.970 -3.215 -0.594 -0.658 0.162
C -7.917 5.890 6.343 -0.007 -0.011 -0.049
C -11.622 3.036 -4.276 -0.012 0.084 0.028
C -7.925 3.073 -3.295 0.082 -0.011 0.016
C -13.466 7.930 1.963 0.060 -0.031 -0.012
C 7.262 -3.487 -1.627 0.559 -0.067 0.441
C -14.271 3.835 -4.521 0.035 -0.025 -0.004
C -1.232 1.371 -2.332 -0.108 0.036 -0.018
C -12.855 7.290 0.890 -0.048 0.029 0.050
C -12.519 2.256 -4.995 -0.133 -0.041 -0.057
C 3.778 -3.138 -0.831 -0.080 -0.125 0.389
H 9.106 -4.674 -1.427 0.061 0.130 0.082
H 4.604 -2.676 -3.693 -0.072 0.024 -0.103
H -7.602 2.127 -3.709 -0.062 -0.005 -0.030
H 5.847 -7.229 -1.723 -0.210 -0.001 -0.013
H -7.445 5.884 7.317 0.001 -0.002 -0.001
H 10.842 -2.662 2.748 0.000 0.007 -0.016
H 2.343 -2.147 0.453 0.077 0.055 0.024
H 15.420 -8.342 6.041 -0.073 0.082 0.007
H 16.255 -10.118 2.234 0.001 0.001 0.000
H 7.298 -3.506 -0.534 -0.213 0.069 -0.024
H 5.856 -5.079 -3.733 -0.094 0.092 -0.057
H -9.090 6.443 -1.806 -0.089 -0.033 -0.004
H 11.502 -2.759 -1.742 -0.074 -0.158 0.553
H 4.742 -6.491 -0.534 -0.058 0.005 -0.139
H 0.898 1.303 -2.524 -0.056 -0.071 0.059
H -11.167 6.149 0.230 0.054 -0.011 0.040
H -12.179 1.339 -5.456 0.097 0.010 0.052
H 8.371 -4.690 -3.006 0.264 -0.022 -0.017
H 7.162 -2.432 -1.905 -0.178 -0.082 -0.132
H 10.191 -3.456 -3.470 0.082 0.191 -0.007
H -9.540 7.148 6.967 -0.082 0.023 -0.060
H -5.981 3.573 -2.565 -0.402 0.223 -0.016
H 3.098 -2.062 -2.998 0.025 -0.034 0.045
H -15.304 4.143 -4.615 0.000 -0.001 -0.002
H 1.686 -2.719 -1.124 -0.106 0.086 0.182
H -13.327 7.286 -0.084 0.029 -0.006 -0.013
H -13.708 5.538 -3.343 0.099 0.024 0.024
H -14.535 2.049 -5.685 -0.001 -0.002 0.005
H -3.326 3.126 -4.340 -0.047 -0.042 0.072
H -14.421 8.421 1.828 0.004 0.008 -0.001
H -7.504 4.651 3.217 -0.070 0.044 -0.067
H -6.725 5.759 -1.624 -0.007 -0.007 0.018
H 16.525 -10.096 4.694 -0.003 -0.002 -0.001
H -5.881 -0.562 1.290 -0.002 -0.006 -0.005
H 12.062 -4.316 1.398 -0.010 -0.085 -0.006
H -6.435 4.622 5.445 0.003 0.005 -0.001
H -5.843 0.899 -0.701 0.050 0.029 -0.081
H 8.341 -6.053 1.530 0.201 -0.052 -0.182
H 3.073 -3.555 -3.926 0.149 0.112 -0.175
H -3.784 -1.583 2.116 0.002 -0.003 -0.002
H 10.992 -2.727 5.220 -0.003 0.002 -0.004
H 10.698 -1.248 -2.128 0.171 0.039 0.283
H 12.391 -4.435 6.330 0.071 -0.074 -0.007
H -13.323 8.445 4.042 0.087 -0.013 0.057
H 2.703 -1.303 -1.094 -0.116 0.157 0.330
H -1.645 -1.118 0.967 0.055 0.051 -0.077
H 8.970 -2.223 -3.294 -0.057 0.104 0.207
H 14.906 -8.369 1.125 -0.058 0.098 0.006
H 0.942 2.813 -4.481 0.001 -0.012 -0.007
H -1.172 3.709 -5.400 0.001 -0.001 -0.001
```
Forces are in eV/Å.

Its total energy is -6210.680048 Eh. For the maximum force, the calculation gives 2.68 eV/A. Its HOMO energy is -4.7 eV. As for the charge: -1.

Entry 2:
Below is the molecule C11H23N3, with properties calculated with ωB97M-V/def2-TZVPD.

Geometry as XYZ:
```
37
Properties=species:S:1:pos:R:3:forces:R:3
N -2.667 0.688 1.164 -0.247 -0.593 0.180
N -2.103 -1.265 0.016 0.063 -0.075 -0.054
N -1.592 0.915 -0.835 -0.277 -0.173 -0.085
C -2.155 0.098 0.153 -0.011 0.473 0.188
C -2.502 -1.846 -1.250 0.069 -0.087 -0.141
C 3.603 1.041 0.817 0.043 -0.205 -0.204
C 2.135 0.058 -1.009 0.036 0.016 0.242
C 3.297 -0.189 -0.035 -0.057 0.009 -0.035
C -2.563 -2.021 1.161 0.119 -0.024 0.140
C 0.802 0.397 -0.350 0.020 0.005 -0.354
C -0.302 0.569 -1.401 0.261 -0.152 0.242
C 3.047 -1.404 0.855 0.127 0.160 -0.206
C -2.464 2.109 1.013 0.166 0.216 -0.042
C -1.766 2.285 -0.358 -0.280 0.321 -0.051
H 4.517 0.885 1.386 0.080 0.035 0.095
H -0.810 2.805 -0.271 0.011 -0.052 -0.057
H 4.181 -0.399 -0.651 -0.051 0.010 0.043
H -0.035 1.361 -2.107 -0.001 -0.123 -0.022
H 2.232 -1.217 1.549 -0.109 -0.020 0.111
H 2.004 -0.837 -1.623 0.007 -0.019 -0.096
H -0.400 -0.362 -1.964 0.070 0.061 -0.082
H -3.432 2.615 1.045 0.106 0.076 0.006
H 2.798 1.234 1.521 -0.091 0.069 0.108
H 2.414 0.875 -1.680 0.014 -0.001 -0.092
H 3.737 1.920 0.190 0.020 0.156 -0.020
H -1.867 -2.706 -1.476 -0.069 -0.002 -0.082
H -1.861 2.484 1.847 -0.060 0.100 -0.083
H 3.938 -1.633 1.436 0.057 -0.065 0.099
H 0.499 -0.401 0.329 -0.023 0.013 0.075
H -2.397 2.834 -1.065 0.136 0.085 0.091
H 0.895 1.318 0.228 -0.032 0.039 0.090
H -2.180 -3.038 1.081 -0.028 -0.030 0.014
H -2.181 -1.550 2.063 -0.035 -0.093 0.046
H -2.417 -1.112 -2.047 0.021 -0.019 -0.033
H -3.545 -2.185 -1.211 0.003 0.022 -0.013
H 2.798 -2.276 0.254 -0.046 -0.152 -0.017
H -3.656 -2.050 1.226 -0.012 0.016 -0.002
```
Forces are in eV/Å.

The structure (SMILES) is CC(C)CCCN1CCN=C1N(C)C. Its total energy is -597.192878 Eh. As for the energy relative to the best compared isomer or geometry (same formula, charge and spin): 0.00 kJ/mol. For the maximum force, the calculation gives 0.67 eV/A. Its HOMO energy is -8.0 eV.